# 1
This record from the OMol25 dataset describes a cluster of 2 separate species, C6H17NO in total in a non-equilibrium geometry. The level of theory is ωB97M-V with the def2-TZVPD basis set.

Last column: Löwdin charge in e.
Cartesian coordinates (Å):
C: 0.8115 -1.2255 1.4710  -0.102
C: 1.1852 -0.2187 0.3865  -0.260
N: 0.0024 0.5509 -0.0814  -0.171
C: -0.8124 1.0304 1.0411  -0.271
C: -2.1080 0.2368 1.3212  -0.078
C: 0.4981 1.6937 -0.9232  -0.245
C: 0.1004 1.4782 -2.3659  -0.086
H: 0.7171 -0.7730 2.4599  0.073
H: 1.6266 -1.9222 1.6709  0.080
H: -0.0718 -1.6969 1.0838  0.035
H: 1.9225 0.5159 0.7356  0.107
H: 1.6467 -0.7512 -0.4416  0.103
H: -1.1401 2.0181 0.7137  0.095
H: -0.3167 1.2051 2.0027  0.109
H: -2.9585 0.6625 0.8080  0.062
H: -2.2840 0.1029 2.3859  0.069
H: -1.9346 -0.7453 0.8786  0.051
H: 1.5804 1.6567 -0.7765  0.096
H: 0.2215 2.6581 -0.5012  0.106
H: 0.8288 1.8001 -3.1148  0.066
H: -0.8423 1.9545 -2.6286  0.069
H: 0.1067 0.4093 -2.5858  0.064
H: -0.4016 -3.3064 -0.3958  0.048
H: -0.0180 -2.1880 -1.3022  0.043
O: 0.3820 -2.8704 -0.7443  -0.063

As for the HOMO-LUMO gap: 9.505 eV. As for the lowest unoccupied orbital energy: 0.91 eV. The calculation puts the energy at -10034.1296 eV. Its structure (SMILES) is CCN(CC)CC.O.

# 2
This record from the OMol25 dataset describes a cluster of 2 separate species, C6H17NO in total in a non-equilibrium geometry. The level of theory is ωB97M-V with the def2-TZVPD basis set.

Last column: Löwdin charge in e.
Cartesian coordinates (Å):
C: -0.1864 0.1433 -2.5996  -0.116
C: -0.9563 -0.3268 -1.4161  -0.321
N: -0.0245 -0.8685 -0.5044  -0.071
C: 2.8639 0.1280 0.1045  -0.130
C: 1.7812 -0.3346 1.1385  -0.232
C: 0.3672 -0.0543 0.6510  -0.389
C: -0.5356 -0.5144 1.8888  -0.026
H: 0.7488 0.7435 -2.3424  0.091
H: -0.7852 0.8413 -3.1826  0.072
H: 0.2216 -0.6358 -3.1673  0.049
H: -1.7877 -0.9728 -1.8191  0.126
H: -1.5118 0.5409 -0.9831  0.101
H: 0.5827 -1.4710 -1.0165  0.106
H: 2.6426 1.1314 -0.4088  0.080
H: 3.8581 0.2036 0.5764  0.052
H: 3.0144 -0.5602 -0.8455  0.093
H: 1.9917 0.2508 2.1454  0.145
H: 1.7891 -1.4230 1.2983  0.113
H: 0.1700 0.9792 0.2974  0.140
H: -0.7032 -1.5716 1.7230  0.094
H: -0.0862 -0.1665 2.7597  0.051
H: -1.4104 0.0354 1.8194  0.003
H: -2.3784 2.1437 0.8892  0.037
H: -2.4475 0.5915 0.9956  0.001
O: -2.9677 1.3965 0.7736  -0.071

As for the HOMO-LUMO gap: 9.168 eV. As for the lowest unoccupied orbital energy: 0.94 eV. The calculation puts the energy at -10033.6372 eV. Its structure (SMILES) is CCN[C@@H](C)CC.O.

# 3
This record from the OMol25 dataset describes a cluster of 2 separate species, C6H17NO in total in a non-equilibrium geometry. The level of theory is ωB97M-V with the def2-TZVPD basis set.

Last column: Löwdin charge in e.
Cartesian coordinates (Å):
C: -1.5041 0.5571 -0.7595  -0.233
N: -0.4172 1.1388 0.0704  -0.083
C: 0.9152 1.0997 -0.5970  -0.243
C: 2.0780 1.3637 0.4818  -0.223
C: 2.2576 0.0560 1.3075  -0.143
C: -2.5051 -0.2218 0.1400  -0.242
C: -1.8661 -1.4048 0.8727  -0.103
H: -1.8682 1.3714 -1.4383  0.119
H: -1.0171 -0.1973 -1.4543  0.088
H: -0.2852 0.7238 1.0429  0.108
H: 1.0996 2.0090 -1.2819  0.125
H: 1.0249 0.2841 -1.2628  0.044
H: 1.8375 2.2812 1.1480  0.130
H: 3.0495 1.5901 0.0153  0.090
H: 1.4211 -0.1434 2.0766  0.080
H: 2.2400 -0.8831 0.7385  0.060
H: 3.2387 0.0933 1.8785  0.078
H: -3.3412 -0.5639 -0.5411  0.118
H: -2.9876 0.4220 0.7995  0.069
H: -2.3371 -2.2967 0.4686  0.069
H: -1.8821 -1.2795 1.9639  0.075
H: -0.7957 -1.4963 0.5651  0.065
H: 0.5562 -1.3987 -2.7638  0.017
H: 0.7200 -1.1948 -1.4634  -0.019
O: 0.3683 -1.9099 -2.0072  -0.045

As for the HOMO-LUMO gap: 9.572 eV. As for the lowest unoccupied orbital energy: 0.88 eV. The calculation puts the energy at -10033.6541 eV. Its structure (SMILES) is CCCNCCC.O.

# 4
This record from the OMol25 dataset describes an isolated molecule of C6H17NOSi in a non-equilibrium geometry. The level of theory is ωB97M-V with the def2-TZVPD basis set.

Last column: Löwdin charge in e.
Cartesian coordinates (Å):
C: -2.0212 -1.0904 1.1580  -0.011
C: -2.3992 1.3678 -1.6803  -0.046
C: 1.6526 1.6810 0.2323  -0.180
C: 2.4423 -0.9192 -1.2964  -0.179
C: 1.4259 -1.0431 1.8244  -0.171
C: -1.7441 0.1666 0.2127  -0.312
N: -0.2509 -0.3075 -0.6495  -0.075
O: -2.6674 0.2612 -0.7780  -0.158
Si: 1.3259 -0.2068 0.0135  0.436
H: -1.0297 -1.1682 1.5129  -0.002
H: -2.2021 -2.0360 0.4994  0.121
H: -2.7375 -1.0790 1.9269  0.051
H: -1.3791 1.2655 -2.0797  0.075
H: -2.4151 2.3370 -1.0053  0.132
H: -3.1027 1.2556 -2.3695  0.033
H: 1.0959 2.0062 1.2178  0.058
H: 2.6555 2.0663 0.3304  0.008
H: 1.0480 2.1001 -0.5885  0.013
H: 2.3577 -1.9770 -1.4681  0.019
H: 2.0323 -0.3680 -2.2007  0.055
H: 3.4501 -0.7085 -1.1259  -0.004
H: 0.5973 -0.7924 2.4383  -0.013
H: 1.5059 -2.0969 1.9055  0.002
H: 2.3493 -0.6704 2.2574  0.012
H: -1.3200 1.0900 0.6398  0.123
H: -0.6696 -1.1340 -0.9273  0.012

As for the HOMO-LUMO gap: 9.773 eV. As for the lowest unoccupied orbital energy: 0.94 eV. The calculation puts the energy at -17911.7537 eV. Its structure (SMILES) is CO[C@@H](C)N[Si](C)(C)C.

# 5
This record from the OMol25 dataset describes a structure of composition C6H18AgClO8P2 in a non-equilibrium geometry. The level of theory is ωB97M-V with the def2-TZVPD basis set.

Last column: Löwdin charge in e.
Cartesian coordinates (Å):
Ag: 0.2525 4.3958 -3.4307  0.553
Cl: -0.4332 1.9131 -3.2969  -0.341
C: 0.3810 1.8703 0.5091  -0.078
O: 1.2940 0.9295 1.0930  -0.225
P: 2.8430 1.0926 0.7805  0.329
O: 3.3511 2.4301 1.0799  -0.226
O: 3.0303 0.6106 -0.7144  -0.190
C: 3.0734 1.5551 -1.7735  -0.127
O: 3.4971 -0.1166 1.5309  -0.188
C: 3.1694 -0.4841 2.8605  -0.094
H: -0.3767 1.2851 -0.0082  0.054
H: 0.8465 2.5121 -0.2338  0.060
H: -0.1468 2.3871 1.3082  0.098
H: 2.3348 1.3266 -2.5382  0.039
H: 4.0664 1.5674 -2.2264  0.090
H: 2.9203 2.5829 -1.4347  0.069
H: 4.0413 -0.5111 3.5132  0.089
H: 2.7224 -1.4772 2.9086  0.088
H: 2.4694 0.2348 3.2901  0.088
C: -2.7768 -3.2656 -1.2633  -0.105
O: -3.2248 -1.9329 -1.0736  -0.210
P: -3.0139 -1.2737 0.3646  0.333
O: -3.5977 -2.0136 1.4763  -0.218
O: -1.4373 -1.0851 0.4368  -0.223
C: -0.5660 -1.8903 1.2189  -0.095
O: -3.5344 0.1887 0.1606  -0.201
C: -3.1059 0.9687 -0.9897  -0.091
H: -3.6058 -3.8577 -1.6606  0.090
H: -2.4717 -3.7731 -0.3476  0.083
H: -2.0062 -3.3257 -2.0324  0.091
H: -1.0420 -2.7790 1.6374  0.084
H: -0.0993 -1.2752 1.9811  0.079
H: 0.2072 -2.3107 0.5696  0.093
H: -3.0411 1.9659 -0.5621  0.089
H: -3.8737 0.9152 -1.7564  0.091
H: -2.1467 0.6400 -1.3766  0.021

As for the HOMO-LUMO gap: 7.753 eV. As for the lowest unoccupied orbital energy: -2.34 eV. The calculation puts the energy at -57997.2439 eV.

# 6
This record from the OMol25 dataset describes a structure of composition C6H18AgNO6S3 in a non-equilibrium geometry. The level of theory is ωB97M-V with the def2-TZVPD basis set.

Last column: Löwdin charge in e.
Cartesian coordinates (Å):
Ag: 0.0854 -0.4427 -0.3410  0.673
N: -2.2918 -1.5317 -2.0185  -0.691
O: -1.2293 -1.8977 -2.4675  -0.058
O: -3.3367 -1.6383 -2.5960  -0.011
O: -2.2587 -0.7911 -1.0137  -0.149
C: -3.1926 1.5962 2.2107  -0.291
S: -1.6115 2.3808 1.6449  0.633
O: -0.7392 1.2470 1.1461  -0.667
C: -2.2510 3.1101 0.0707  -0.277
H: -3.0534 0.9519 3.0789  0.032
H: -3.5971 1.0091 1.3862  0.047
H: -3.8873 2.3883 2.4899  0.032
H: -1.5168 3.7262 -0.4484  0.037
H: -3.0615 3.7710 0.3781  0.032
H: -2.6085 2.2223 -0.4508  0.041
C: 1.1717 1.1555 -3.3785  -0.254
S: 2.5038 0.5285 -2.2048  0.812
O: 1.9576 -0.7317 -1.5444  -0.633
C: 3.6866 0.0687 -3.5109  -0.286
H: 0.2332 1.1881 -2.8252  0.028
H: 1.0726 0.6274 -4.3268  0.049
H: 1.2746 2.1860 -3.7184  0.037
H: 4.1544 0.9942 -3.8466  0.044
H: 3.1981 -0.4310 -4.3474  0.044
H: 4.3657 -0.7240 -3.1970  0.049
C: 1.6228 -3.3274 2.4178  -0.288
S: 1.8842 -1.5450 2.6806  0.756
O: 1.5897 -0.8720 1.3417  -0.659
C: 0.4773 -1.1053 3.8652  -0.282
H: 2.4295 -3.8863 2.8922  0.032
H: 1.5707 -3.6127 1.3671  0.055
H: 0.6996 -3.5407 2.9567  0.032
H: 0.6058 -0.1291 4.3327  0.022
H: 0.4895 -1.8025 4.7029  0.024
H: -0.4375 -1.1421 3.2736  0.036

As for the HOMO-LUMO gap (spin up / spin down): 1.250 / 8.119 eV. As for the lowest unoccupied orbital energy (spin up / spin down): 1.83 / 2.55 eV. The multiplicity is 2. The calculation puts the energy at -56786.2982 eV. The charge is -1.

# 7
This record from the OMol25 dataset describes a structure of composition C6H18AlFO3 in a non-equilibrium geometry. The level of theory is ωB97M-V with the def2-TZVPD basis set.

Last column: Löwdin charge in e.
Cartesian coordinates (Å):
Al: 2.1695 4.1834 -1.6292  1.038
F: 1.1311 1.6537 -0.8770  -0.543
C: 1.9495 -2.7907 -0.1580  0.010
C: 1.5032 -1.3923 -0.2116  -0.262
O: 2.3616 -0.5381 -0.7474  0.185
H: 2.9930 -2.8297 0.1782  0.126
H: 1.9043 -3.3395 -1.1083  0.137
H: 1.3709 -3.3876 0.5489  0.114
H: 1.1333 -0.9909 0.8238  0.157
H: 0.4694 -1.2744 -0.7143  0.214
H: 1.9026 0.3563 -0.8005  0.059
C: -0.1442 0.5964 3.6257  -0.008
C: 0.1804 0.5166 2.1659  -0.254
O: 1.0442 1.5316 1.7993  0.064
H: 0.7583 0.4482 4.2231  0.111
H: -0.7882 -0.2370 3.9174  0.105
H: -0.6462 1.5171 3.9232  0.118
H: -0.6551 0.5398 1.4445  0.154
H: 0.7697 -0.4700 2.0058  0.165
H: 1.0403 1.5536 0.8202  0.047
C: -3.1266 0.0810 -2.4863  -0.059
C: -1.9968 0.8698 -1.9371  -0.306
O: -0.8214 0.1408 -1.9566  -0.005
H: -2.9482 -0.3490 -3.4763  0.099
H: -4.0354 0.6664 -2.6158  0.097
H: -3.3262 -0.7756 -1.8338  0.096
H: -2.2125 1.2143 -0.8954  0.144
H: -1.8760 1.8315 -2.4922  0.159
H: -0.1044 0.6741 -1.5364  0.042

As for the HOMO-LUMO gap: 3.808 eV. As for the lowest unoccupied orbital energy: -12.88 eV. The calculation puts the energy at -21947.6314 eV. The charge is +2.

# 8
This record from the OMol25 dataset describes a structure of composition C6H18AsBiF11N4OTe. The level of theory is ωB97M-V with the def2-TZVPD basis set.

Last column: Löwdin charge in e.
Cartesian coordinates (Å):
Bi: -0.1113 -0.2518 -0.3468  1.987
N: 0.0832 -0.2456 2.0406  -0.037
C: 1.0408 0.7741 2.5017  -0.173
C: 0.7650 2.1235 1.8344  -0.131
N: 0.6313 2.0837 0.3552  -0.259
C: 1.9054 2.3150 -0.3715  -0.150
C: 2.8977 1.1672 -0.2401  -0.169
N: 2.2673 -0.0995 -0.6714  -0.036
C: -0.4275 3.0040 -0.1230  -0.153
C: -1.8464 2.4416 0.0075  -0.184
N: -2.0469 1.3129 -0.8940  0.010
H: -0.8474 -0.1133 2.4362  0.118
H: 0.3656 -1.1916 2.2984  0.119
H: 2.0440 0.4083 2.2955  0.114
H: 0.9713 0.9146 3.5815  0.148
H: 1.5644 2.8181 2.1058  0.152
H: -0.1610 2.5316 2.2412  0.134
H: 2.3667 3.2425 -0.0218  0.153
H: 1.6621 2.4520 -1.4271  0.135
H: 3.2545 1.0561 0.7807  0.118
H: 3.7690 1.3902 -0.8558  0.148
H: 2.7050 -0.9175 -0.2478  0.114
H: 2.3529 -0.2479 -1.6783  0.109
H: -0.2384 3.2261 -1.1741  0.135
H: -0.3651 3.9501 0.4194  0.153
H: -2.5468 3.2445 -0.2371  0.155
H: -2.0766 2.1145 1.0229  0.129
H: -2.0785 1.5597 -1.8822  0.141
H: -2.8322 0.6930 -0.6783  0.072
F: -1.7892 -2.2668 -1.3026  -0.409
As: -3.2508 -2.2595 -0.1228  0.831
F: -2.1744 -0.9654 0.7148  -0.395
F: -3.7584 -0.9119 -1.0885  -0.217
F: -4.4379 -1.9711 1.0314  -0.149
F: -4.0351 -3.3877 -1.0741  -0.130
F: -2.3875 -3.3742 0.8142  -0.178
F: 1.2302 -4.7091 -0.4240  -0.296
Te: 0.3538 -3.3957 -1.3538  1.965
F: 0.2492 -1.2439 -2.2365  -0.514
F: 0.1306 -3.5931 -3.1482  -0.266
F: -1.0313 -4.5900 -1.2357  -0.293
F: 2.0899 -2.8843 -1.7953  -0.342
O: 0.3566 -2.2846 0.1366  -0.657

As for the HOMO-LUMO gap (spin up / spin down): 8.632 / 6.779 eV. As for the lowest unoccupied orbital energy (spin up / spin down): -8.39 / -11.28 eV. The multiplicity is 2. The calculation puts the energy at -118371.2176 eV. The charge is +2.

# 9
This record from the OMol25 dataset describes a structure of composition C6H18BF4O6Tl in a non-equilibrium geometry. The level of theory is ωB97M-V with the def2-TZVPD basis set.

Last column: Löwdin charge in e.
Cartesian coordinates (Å):
Tl: -0.5269 1.0843 0.7529  1.432
B: -1.2414 -2.3815 0.3616  -1.448
F: -1.3856 -2.9195 1.5413  0.262
F: -2.1026 -1.3071 0.2511  0.108
F: 0.0466 -1.8922 0.2783  0.134
F: -1.5428 -3.3211 -0.6300  0.175
C: 2.5702 1.6252 -1.4859  -0.188
C: 2.7021 0.1993 -1.2301  -0.135
O: 2.1081 -0.0286 0.0770  -0.055
O: 1.2112 2.1285 -1.4354  -0.093
H: 2.8165 1.8788 -2.5170  0.149
H: 3.2263 2.2896 -0.9237  0.156
H: 3.7265 -0.0740 -1.4830  0.164
H: 1.9844 -0.2502 -1.9164  0.143
H: 2.6911 -0.6293 0.5471  0.115
H: 1.1774 2.7518 -2.1647  0.110
C: -0.7795 -0.9153 4.0589  -0.132
C: 0.6574 -1.1226 3.6530  -0.145
O: 1.1999 -0.1466 2.7881  -0.055
O: -1.5055 -0.7542 2.8803  0.009
H: -0.8921 -0.1922 4.8666  0.171
H: -1.0793 -1.8749 4.4802  0.162
H: 0.6738 -2.0769 3.1266  0.161
H: 1.2396 -1.0808 4.5735  0.158
H: 2.1487 -0.1857 2.9296  0.126
H: -2.0159 -1.5616 2.7844  0.121
C: -1.8796 1.8376 -2.8600  -0.148
C: -1.8742 0.3248 -2.6509  -0.167
O: -0.6105 -0.2313 -2.3130  0.044
O: -1.5271 2.4787 -1.5978  -0.159
H: -2.8714 2.2201 -3.1011  0.140
H: -1.2618 2.1103 -3.7156  0.136
H: -2.3772 -0.2127 -3.4548  0.157
H: -2.5575 -0.1016 -1.9164  0.149
H: -0.5892 -1.0851 -2.7513  0.137
H: -1.5598 3.4159 -1.8033  0.105

As for the HOMO-LUMO gap: 3.046 eV. As for the lowest unoccupied orbital energy: -14.03 eV. The calculation puts the energy at -35018.8178 eV. The charge is +2.

Q: energy of number 8 (C6H18AsBiF11N4OTe)?
A: -118371.2176 eV

Q: Which of these has the highest energy?
A: number 2